Below is a cluster of 12 separate species, C5H32NO13 in total at a distorted geometry, with properties calculated with wB97M-V/def2-TZVPD.

```
! RIJCOSX wB97M-V def2-TZVPD def2/J DEFGRID3
* xyz 0 2
O -1.296 2.618 2.436
O -3.095 0.523 1.058
O 1.737 -2.072 -3.222
O -1.712 3.171 0.019
O -0.040 0.538 3.536
O 3.427 -0.959 -0.536
O -1.583 -1.578 2.710
O 0.471 2.499 -2.628
O 2.506 -3.343 1.637
O 0.452 4.476 -0.832
O 3.070 0.965 0.591
O -0.170 -3.650 1.765
O -2.237 0.767 -3.614
N 0.048 -0.242 -2.330
C 2.722 -0.223 0.156
C 1.509 -0.802 0.603
C 0.134 -0.274 0.069
C -0.287 -1.073 -1.164
C -0.935 -2.230 -1.209
H 0.072 3.142 -2.012
H 3.832 1.327 0.160
H 3.100 -3.402 0.911
H -3.946 0.500 0.684
H 1.594 -2.703 -3.826
H 2.936 -3.017 2.463
H -0.536 -0.457 0.971
H 0.491 0.633 -2.090
H -1.974 1.717 -3.981
H 0.168 0.842 -0.135
H -1.493 3.016 0.898
H -0.518 4.334 -0.470
H 0.959 4.023 -0.218
H -0.918 1.783 2.798
H -2.539 3.510 -0.164
H 0.975 3.032 -3.281
H -0.171 -4.532 1.606
H 2.784 -2.035 -3.433
H -1.053 3.262 3.117
H 1.293 -0.730 1.683
H -2.906 0.950 -2.992
H 0.914 -0.739 -2.759
H -3.294 1.382 1.587
H -0.673 -0.191 -3.118
H 1.620 -1.937 0.480
H -1.267 -2.805 -2.191
H -0.324 -0.387 3.501
H -1.221 -2.521 2.483
H -1.295 -2.771 -0.283
H 0.741 -3.380 1.932
H 0.278 0.574 4.475
H -2.349 -1.528 2.159
*
```

The energy is -33807.0716 eV. Its highest occupied orbital energy (alpha / beta) is -1.96 / -9.76 eV. The value obtained for the HOMO-LUMO gap (alpha / beta) is 2.1 / 9.8 eV.

Here are the Löwdin charges for atoms 1 to 6, given in e:
1 O -0.07
2 O -0.08
3 O -0.14
4 O -0.03
5 O -0.08
6 O 0.05